1.
Molecular formula: C38H28BF5LaN10O
Method: DFT, ωB97M-V/def2-TZVPD

Last column: Mulliken charge in e.
CARTESIAN COORDINATES (ANGSTROEM)
La 0.343 -1.112 0.411  2.096
F 1.148 -2.260 -1.553  -0.139
F 0.749 -3.498 0.321  -0.272
F 1.792 -1.279 1.875  -0.724
F 0.687 -4.512 -1.757  -0.356
F 2.695 -3.832 -0.879  -0.373
O 2.198 0.186 -0.588  -0.705
N -0.123 2.549 -0.320  -0.390
N -2.318 -3.542 1.293  -0.603
N -1.663 -1.160 -2.747  -0.557
N -0.710 0.403 -1.204  -0.475
N -1.237 -1.597 2.147  -0.448
N -1.671 -2.166 -0.568  0.267
N 3.436 2.026 -0.102  0.261
N 3.360 1.175 -2.261  0.424
N -0.353 0.980 1.499  0.063
N -0.652 0.102 3.725  -0.606
C -5.241 -3.860 -2.961  -0.608
C 3.957 3.493 -2.006  -0.244
C -5.437 -4.556 -1.767  -0.604
C -0.934 -0.091 -2.445  0.014
C 3.990 3.309 -0.499  -0.680
C -0.059 2.006 -2.719  0.368
C -2.427 -3.102 0.047  -0.144
C -4.153 -3.014 -3.127  -0.148
C 2.954 0.174 -3.228  -0.831
C -0.427 3.219 2.016  0.406
C -0.288 2.222 0.958  -0.697
C 0.114 1.959 -5.474  -0.748
C -0.573 2.496 3.211  0.105
C 0.396 3.139 -3.376  0.423
C -1.663 -2.879 2.236  0.248
C -0.484 4.605 2.006  -0.208
C -0.678 5.256 3.214  -0.615
C -0.470 0.873 -3.442  0.122
C -4.553 -4.420 -0.707  -0.210
C -0.252 1.675 -1.308  -0.321
C -0.773 3.152 4.417  -0.153
C 0.489 3.100 -4.758  -0.748
C -0.988 -3.572 6.316  -0.577
C -0.386 0.840 -4.825  -0.110
C -3.269 -2.879 -2.069  0.195
C 3.214 1.870 1.325  -1.112
C -0.896 -1.150 3.384  0.110
C -1.713 -4.571 4.230  -0.220
C -0.772 -2.347 5.701  -0.205
C -3.470 -3.572 -0.869  0.206
C 4.332 2.171 -2.656  -0.887
C -1.447 -4.671 5.588  -0.580
C -1.498 -3.350 3.615  -0.041
C -2.115 -2.007 -1.839  -0.378
C -1.023 -2.249 4.344  0.132
C -0.819 4.537 4.405  -0.579
C 2.943 1.095 -0.968  0.486
C -0.521 1.086 2.838  -0.160
B 1.347 -3.588 -0.984  -0.164
H 2.947 3.752 -2.322  -0.083
H -6.301 -5.201 -1.664  0.384
H -2.070 -5.421 3.663  0.521
H -0.895 2.592 5.335  0.545
H 4.163 2.022 1.846  0.440
H 4.315 2.250 -3.743  0.483
H 5.344 1.874 -2.347  0.296
H 4.639 4.289 -2.306  0.441
H 3.411 4.100 -0.011  0.332
H -5.960 -3.973 -3.763  0.384
H 3.820 -0.394 -3.579  0.420
H -0.383 5.148 1.074  0.538
H 0.846 3.969 -5.297  0.398
H -0.792 -3.681 7.375  0.380
H -0.413 -1.490 6.257  0.529
H -0.737 6.338 3.241  0.398
H -1.596 -5.617 6.093  0.383
H 0.655 4.028 -2.813  0.579
H 5.021 3.376 -0.132  0.350
H -4.001 -2.468 -4.049  0.520
H 0.208 1.952 -6.553  0.381
H -4.700 -4.945 0.228  0.513
H 2.851 0.866 1.533  0.222
H 2.259 -0.514 -2.755  -0.039
H 2.464 0.648 -4.082  0.234
H 2.491 2.601 1.694  0.218
H -0.972 5.077 5.332  0.394
H -0.703 -0.037 -5.376  0.529

For the electronic energy, the calculation gives -2644.09766 Ha. Its LUMO energy (alpha / beta) is 1.251 / 1.280 eV. Its net charge is -1. As for the spin multiplicity: 1. The energy relative to the best compared isomer or geometry (same formula, charge and spin) comes out at 57.83 kJ/mol.



2.
Molecular formula: C38H28BaBrN3O4P
Method: DFT, ωB97M-V/def2-TZVPD

Last column: Mulliken charge in e.
CARTESIAN COORDINATES (ANGSTROEM)
Ba -0.066 0.423 0.998  1.831
Br 2.043 7.168 -2.961  -0.235
P -3.008 2.913 1.256  0.682
O -0.309 -3.079 4.388  -0.700
O 0.986 2.785 1.498  -1.010
O 0.591 -1.698 2.356  -0.913
O 0.258 2.490 -0.568  -0.822
N 1.445 -2.876 0.567  -0.915
N 1.679 -1.650 -0.037  0.309
N 2.103 0.407 -1.736  -0.249
C -4.286 5.849 3.782  -0.628
C 0.759 4.696 0.103  0.146
C 2.343 1.548 -2.365  -0.226
C -4.440 2.941 -3.126  -0.484
C 0.279 5.590 1.050  -0.437
C -4.947 1.358 2.600  -0.220
C -0.745 -5.356 4.040  -0.738
C -0.222 -6.417 1.949  -0.763
C -2.903 0.236 1.765  -0.606
C -5.217 4.732 1.424  0.001
C 1.267 5.163 -1.100  0.020
C 4.702 1.318 -2.113  -0.337
C 0.677 3.209 0.362  0.940
C -5.930 5.748 2.041  -0.627
C -5.459 0.157 3.065  -0.656
C -5.469 6.308 3.224  -0.429
C 3.144 -0.292 -1.278  0.819
C -3.166 3.884 -1.321  -0.258
C -4.026 4.260 1.976  -0.174
C 0.300 6.952 0.791  -0.610
C -4.723 -1.005 2.870  -0.631
C 0.826 7.432 -0.399  -0.385
C -3.570 4.839 3.158  -0.446
C -3.627 2.891 -0.459  0.280
C -3.577 3.916 -2.643  -0.609
C -0.726 -6.482 3.244  -0.243
C 0.261 -5.217 1.470  -0.362
C -0.263 -4.136 3.557  0.391
C -3.707 1.374 1.965  0.053
C 2.847 -1.517 -0.520  -0.809
C 4.464 0.127 -1.450  -0.702
C 0.787 -2.772 1.691  1.036
C -4.884 1.936 -2.281  -0.652
C -4.482 1.909 -0.954  -0.131
C 0.258 -4.059 2.249  0.042
C -3.488 -0.951 2.236  -0.382
C 1.311 6.525 -1.327  -0.059
C 3.621 2.047 -2.583  -0.548
H 1.615 4.462 -1.846  0.279
H -2.946 -1.890 2.129  0.331
H -3.210 4.693 -3.302  0.410
H 3.752 2.986 -3.104  0.400
H 0.657 -5.138 0.467  0.431
H 1.468 2.097 -2.691  0.557
H -0.002 -2.306 3.841  0.340
H -6.417 0.125 3.572  0.380
H -5.516 2.271 2.739  0.273
H -0.213 -7.299 1.322  0.370
H -6.853 6.100 1.595  0.391
H 3.645 -2.240 -0.357  0.337
H -1.110 -7.416 3.634  0.359
H 5.274 -0.470 -1.054  0.339
H -6.026 7.102 3.705  0.366
H -3.913 6.279 4.703  0.386
H 5.713 1.675 -2.257  0.416
H -4.822 1.120 -0.295  0.310
H 0.857 8.493 -0.606  0.401
H -4.752 2.960 -4.163  0.348
H -1.138 -5.381 5.048  0.414
H -2.466 4.629 -0.957  0.350
H -2.641 4.491 3.596  0.344
H -5.107 -1.956 3.225  0.350
H -5.589 4.299 0.504  0.407
H -0.095 7.648 1.519  0.388
H -0.120 5.203 1.979  0.379
H -5.547 1.165 -2.655  0.391

For the electronic energy, the calculation gives -4871.12965 Ha. Its LUMO energy is 2.204 eV. Its net charge is -1. As for the spin multiplicity: 1. The energy relative to the best compared isomer or geometry (same formula, charge and spin) comes out at 51.46 kJ/mol.



3.
Molecular formula: C38H28F5N8O4S2Tl
Method: DFT, ωB97M-V/def2-TZVPD

Last column: Mulliken charge in e.
CARTESIAN COORDINATES (ANGSTROEM)
Tl 0.147 0.752 0.260  1.177
S -3.428 1.862 -0.285  -0.334
S 3.475 1.130 -0.815  0.838
F -4.923 -2.068 2.626  -0.329
F -8.180 1.146 1.511  -0.327
F -6.373 2.525 0.119  -0.357
F -3.084 -0.712 1.239  -0.159
F -7.496 -1.167 2.792  -0.339
O 4.882 1.462 -1.008  -0.820
O 2.991 0.007 -1.616  -0.746
O 2.626 2.846 3.679  -0.854
O 1.089 1.841 2.385  -0.610
N -0.787 -1.987 -0.576  0.184
N 0.478 0.322 -7.077  0.849
N 1.291 -0.551 -7.702  -0.689
N -0.569 0.801 -2.927  0.614
N 1.188 -1.724 1.259  -0.089
N 2.985 0.948 0.623  0.054
N 2.219 0.083 -8.314  -0.633
N -0.852 0.392 -5.074  0.593
C -1.931 -3.235 -2.256  -0.874
C 3.393 1.869 1.670  -0.887
C 2.266 2.216 2.671  0.480
C 2.608 2.526 -1.562  0.165
C 0.907 1.596 -7.290  1.212
C 1.203 3.930 -7.313  -0.527
C 2.778 2.533 -8.526  -0.759
C 0.979 4.295 -1.477  -0.962
C 2.745 2.738 -2.928  -1.003
C -6.571 -0.475 2.089  0.715
C 1.736 3.322 -0.835  -0.238
C 0.235 5.526 -3.544  -1.377
C 1.991 3.711 -3.562  -0.357
C 0.467 2.859 -6.869  -0.528
C 1.086 4.495 -2.848  0.830
C -4.618 0.992 0.610  0.044
C -0.092 -4.239 -1.086  1.393
C -1.800 1.345 -4.720  -0.921
C -0.697 -0.174 -6.373  -1.115
C -4.328 -0.205 1.287  -0.009
C -5.956 1.398 0.726  0.366
C 0.027 -3.036 -0.373  -0.088
C 0.938 -0.933 -3.896  -0.729
C -5.266 -0.922 2.004  -0.325
C 2.035 1.430 -8.091  0.329
C -1.731 -2.078 -1.480  -0.465
C 2.157 -1.557 2.128  -0.288
C 2.344 3.775 -8.132  -0.576
C -6.908 0.696 1.440  0.107
C 1.075 -2.900 0.625  -0.230
C -1.109 -4.314 -2.054  -0.738
C -1.604 1.577 -3.398  -0.753
C 3.066 -2.581 2.450  -0.889
C 0.808 -5.325 -0.809  -1.015
C 1.774 -5.198 0.123  -0.916
C 2.953 -3.789 1.817  -0.715
C -0.137 0.095 -3.937  0.300
C 1.938 -3.977 0.862  1.357
H 3.642 -4.599 2.029  0.370
H -1.232 -5.226 -2.627  0.364
H -2.359 -1.199 -1.602  0.494
H -2.510 1.728 -5.434  0.477
H -1.590 0.068 -6.948  0.281
H 1.548 -0.920 -4.802  0.380
H 2.457 -6.017 0.326  0.345
H -0.817 5.414 -3.273  0.326
H 0.916 4.927 -7.002  0.351
H 1.619 3.165 0.232  0.537
H -0.372 2.982 -6.198  0.318
H -0.573 -1.255 -6.343  0.412
H 0.272 4.881 -0.898  0.402
H 3.428 2.112 -3.491  0.387
H 2.893 4.657 -8.434  0.380
H 4.199 1.437 2.274  0.296
H 3.846 -2.392 3.176  0.409
H 3.801 2.816 1.293  0.417
H 2.228 -0.572 2.577  0.488
H 0.316 5.432 -4.629  0.095
H 1.584 -0.728 -3.042  -0.135
H 3.661 2.397 -9.135  0.404
H 0.536 6.542 -3.275  0.396
H -2.163 2.222 -2.738  0.425
H 2.089 3.853 -4.634  0.398
H -2.727 -3.261 -2.989  0.433
H 0.506 -1.934 -3.788  0.154
H 0.695 -6.246 -1.371  0.360

For the electronic energy, the calculation gives -3672.17176 Ha. Its LUMO energy is 3.574 eV. Its net charge is -2. As for the spin multiplicity: 1. The energy relative to the best compared isomer or geometry (same formula, charge and spin) comes out at 94.99 kJ/mol.